Formula: C6H16N3S
Source: the OMol25 dataset
Level of theory: ωB97M-V/def2-TZVPD

- Energy relative to the best compared isomer or geometry (same formula, charge and spin): 1.415 eV
- LUMO energy: -0.12627 Ha
- Frontier orbital gap: 0.347 hartree

Geometry as ORCA input:
```
! wB97M-V def2-TZVPD RIJCOSX def2/J DEFGRID3
* xyz 1 1
C 0.312 -0.837 -0.618
C 3.551 -2.295 0.609
C -2.165 1.545 -0.337
C -2.592 0.014 1.488
C 2.029 -1.977 0.498
C -1.847 0.102 0.145
N -0.071 -0.981 -1.887
N -0.460 -0.261 0.248
N 1.590 -1.072 -0.302
S 1.731 2.186 -0.459
H 3.844 -2.462 1.646
H 3.587 -3.314 0.214
H 4.006 -1.638 -0.018
H -1.664 2.237 0.365
H -1.713 1.780 -1.326
H -3.320 1.684 -0.479
H -3.668 0.317 1.153
H -2.357 0.842 2.125
H -2.517 -1.009 1.904
H 1.331 -2.619 1.006
H 2.873 1.545 -0.555
H -2.307 -0.693 -0.440
H -1.047 -0.815 -2.068
H 0.376 -1.777 -2.315
H -0.042 0.287 0.951
H 1.877 3.328 0.384
*
```

natural (NBO) population analysis, charges in e, atoms 1 to 6: number 1, C, carries 0.678; number 2, C, carries -0.655; number 3, C, carries -0.637; number 4, C, carries -0.610; number 5, C, carries 0.271; number 6, C, carries -0.073